No. 1
{"formula": "C9H10ClF3Si", "method": "ωB97M-V/def2-TZVPD", "symbols": ["C", "C", "C", "C", "C", "C", "C", "C", "C", "F", "F", "F", "Si", "Cl", "H", "H", "H", "H", "H", "H", "H", "H", "H", "H"], "coordinates": [[3.304664, -0.995877, 0.827585], [2.427723, -1.826832, 0.151173], [2.897445, 0.269431, 1.219323], [1.153379, -1.385222, -0.155723], [1.620428, 0.707735, 0.924936], [0.733367, -0.108718, 0.220991], [-1.227794, 0.805670, -2.164009], [-1.654227, 1.917970, 0.810045], [-2.698989, -1.286464, -0.035359], [-3.674124, -0.918927, 0.824080], [-3.285577, -1.558285, -1.221584], [-2.174473, -2.442992, 0.425258], [-0.946367, 0.541236, -0.308621], [-0.818369, 3.456892, 0.399489], [4.305840, -1.332899, 1.053219], [2.740862, -2.817414, -0.144603], [3.580311, 0.917579, 1.748472], [0.472263, -2.034527, -0.685707], [1.307753, 1.695396, 1.234408], [-0.997355, -0.100001, -2.718409], [-2.263648, 1.061235, -2.369358], [-0.598904, 1.604085, -2.553330], [-1.488263, 1.743305, 1.869857], [-2.715954, 2.087627, 0.647873]], "forces_ev_per_angstrom": [[0.0, 0.1, 0.1], [0.0, -0.1, -0.1], [0.2, 0.0, 0.1], [-0.2, 0.1, 0.0], [-0.2, 0.1, 0.0], [-0.5, 0.3, -0.2], [0.3, 0.2, 0.7], [0.3, -0.3, -0.3], [2.4, 2.2, -0.1], [0.0, -0.1, -0.1], [0.0, 0.0, 0.2], [-0.2, 0.0, -0.1], [-2.3, -2.0, -0.1], [0.1, 0.1, -0.1], [0.1, 0.0, 0.0], [0.0, -0.1, 0.0], [0.0, 0.0, 0.1], [-0.1, -0.1, -0.1], [0.0, 0.1, 0.0], [0.1, -0.2, 0.1], [-0.2, 0.0, 0.1], [0.1, 0.1, 0.0], [0.0, -0.1, 0.0], [0.0, -0.1, -0.1]], "lumo_energy_ev": 0.364, "homo_energy_ev": -9.35, "de_lowest_ev": 0.000}



No. 2
{"formula": "C6H10O", "method": "ωB97M-V/def2-TZVPD", "symbols": ["C", "C", "C", "C", "C", "O", "C", "H", "H", "H", "H", "H", "H", "H", "H", "H", "H"], "coordinates": [[1.251105, 1.298126, -0.921233], [-0.032960, 0.509203, -0.602220], [0.112770, -1.033714, -0.493641], [-0.012818, 0.066456, 1.914811], [-0.788906, -1.660066, 0.607965], [-0.397620, -1.176842, 1.893674], [-0.572262, 0.918036, 0.781503], [1.994810, 1.176924, -0.124862], [1.712544, 1.006095, -1.872156], [1.032327, 2.374601, -0.988169], [-0.760492, 0.739741, -1.394698], [-0.247918, -1.533439, -1.385595], [1.176433, -1.303552, -0.371410], [-1.849214, -1.427448, 0.438864], [-0.644198, -2.738910, 0.658308], [-0.298770, 1.931934, 1.071746], [-1.674833, 0.852855, 0.787114]], "forces_ev_per_angstrom": [[0.0, -0.1, 0.0], [0.0, -0.2, 0.1], [-0.3, -0.3, -0.2], [-0.5, 0.8, 1.3], [0.2, 0.0, -0.9], [0.7, 0.4, -0.4], [0.2, 0.1, 0.2], [-0.1, -0.1, -0.1], [-0.1, -0.1, 0.2], [-0.1, -0.3, 0.0], [0.0, 0.0, 0.3], [0.2, 0.0, -0.5], [-0.5, -0.1, 0.3], [0.2, -0.1, -0.1], [-0.1, 0.1, -0.1], [-0.1, 0.1, -0.3], [0.2, -0.1, 0.2]], "lumo_energy_ev": 0.819, "homo_energy_ev": -7.82, "de_lowest_ev": 2.700}



No. 3
{"formula": "C4H7N3", "method": "ωB97M-V/def2-TZVPD", "symbols": ["C", "N", "C", "C", "C", "N", "N", "H", "H", "H", "H", "H", "H", "H"], "coordinates": [[2.142489, -0.063966, 0.319644], [1.248502, 0.365166, -0.762687], [-0.144768, 0.354465, -0.564961], [-0.638113, -0.174781, 0.652174], [-1.972210, -0.366315, 0.481434], [-2.334737, 0.188410, -0.683780], [-1.152916, 0.633595, -1.412676], [1.794528, -1.007506, 0.760313], [3.156856, -0.259610, -0.058341], [2.241141, 0.669618, 1.138257], [1.689423, 0.941742, -1.462270], [-0.118883, -0.192074, 1.586225], [-2.616173, -0.986774, 1.090709], [-3.275165, -0.055454, -1.026333]], "forces_ev_per_angstrom": [[-0.1, 0.0, 0.0], [-0.4, 0.3, -0.1], [-0.4, -0.2, 0.3], [0.1, 0.0, 0.5], [0.2, 0.1, 0.2], [1.1, -0.5, -0.3], [-0.7, -0.8, 0.6], [0.0, 0.2, -0.2], [-0.4, 0.2, -0.2], [-0.1, -0.1, -0.2], [-0.5, 0.0, 0.0], [0.3, -0.6, 0.2], [-0.3, 0.6, 0.0], [1.3, 0.8, -0.8]], "lumo_energy_ev": 1.076, "homo_energy_ev": -8.15, "de_lowest_ev": 1.354}



No. 4
{"formula": "C3H7O3", "method": "ωB97M-V/def2-TZVPD", "symbols": ["C", "C", "O", "O", "H", "H", "H", "C", "O", "H", "H", "H", "H"], "coordinates": [[-0.650834, 0.419825, -2.449061], [-0.714291, -0.145536, -1.002124], [0.010018, -1.146427, -0.783696], [-1.472615, 0.426374, -0.183210], [-1.273890, 1.310375, -2.469099], [-1.090676, -0.319383, -3.116739], [0.395394, 0.675477, -2.604585], [1.141714, -0.195388, 2.198028], [-0.237465, -0.124717, 2.411574], [-0.713017, -0.200473, 1.570023], [1.510521, 0.419148, 1.363587], [1.483518, -1.198040, 1.922323], [1.611623, 0.078764, 3.142979]], "forces_ev_per_angstrom": [[-0.5, 0.2, 1.2], [0.2, -0.6, -0.1], [0.0, 0.2, 0.0], [0.0, 0.1, 0.1], [0.1, 0.2, -0.2], [0.5, 0.0, -0.3], [0.0, -0.2, -0.6], [0.2, -0.3, -0.4], [-0.1, 0.0, 0.4], [-0.1, 0.2, -0.6], [-0.2, 0.3, 0.3], [-0.1, -0.2, 0.1], [0.2, 0.2, -0.1]], "lumo_energy_ev": 4.293, "homo_energy_ev": -4.27, "total_charge": -1, "de_lowest_ev": 0.687}



No. 5
{"formula": "C4H6N2", "method": "ωB97M-V/def2-TZVPD", "symbols": ["H", "N", "C", "C", "C", "C", "N", "H", "H", "H", "H", "H"], "coordinates": [[-0.813835, 1.141899, -1.985693], [-1.332363, 0.524439, -1.333974], [-0.597278, 0.200251, -0.353075], [-1.096140, -0.459150, 0.936581], [1.041475, 0.543821, -0.165520], [1.583843, -0.717121, -0.151076], [2.206534, -1.671574, -0.075002], [-0.361235, -1.092687, 1.225174], [-2.039042, -1.062023, 0.808727], [-1.240833, 0.372462, 1.599527], [1.428380, 1.179341, 0.627715], [1.220491, 1.040339, -1.133388]], "forces_ev_per_angstrom": [[-0.3, -0.6, 0.1], [1.3, 0.3, 0.5], [0.4, 1.0, 1.5], [-2.7, 0.8, -2.8], [-3.9, 2.3, -2.4], [2.4, -1.7, 0.2], [0.1, -1.1, 0.0], [2.2, -1.9, 1.5], [0.8, 0.9, 0.0], [-0.1, 0.2, 0.7], [-0.6, -0.1, 0.3], [0.5, -0.1, 0.4]], "lumo_energy_ev": 0.633, "homo_energy_ev": -10.29, "de_lowest_ev": 1.752}



No. 6
{"formula": "C30H40IrNP2S2", "method": "ωB97M-V/def2-TZVPD", "symbols": ["Ir", "C", "C", "C", "P", "C", "C", "C", "C", "C", "C", "C", "C", "C", "N", "C", "C", "C", "C", "C", "C", "P", "C", "C", "C", "C", "C", "C", "H", "H", "H", "H", "H", "H", "H", "H", "H", "H", "H", "H", "H", "H", "H", "H", "H", "H", "H", "H", "H", "H", "H", "H", "H", "H", "H", "H", "H", "H", "H", "H", "H", "H", "H", "H", "S", "C", "C", "C", "C", "C", "C", "S", "H", "H", "H", "H"], "coordinates": [[-0.697027, -0.744108, 0.067678], [3.596936, 0.319301, -2.115240], [2.609777, -0.664514, -1.422908], [3.134390, -0.991117, 0.078192], [0.799523, -0.175245, -1.730684], [0.430007, -0.982363, -3.388152], [-0.959799, -0.427013, -3.743004], [1.399385, -1.026065, -4.604906], [0.924415, 1.579937, -1.902801], [0.879345, 2.370708, -3.060267], [1.041583, 3.738520, -3.014086], [1.119511, 4.394560, -1.787847], [1.158879, 3.683185, -0.639967], [1.039741, 2.272146, -0.700767], [0.866433, 1.445756, 0.419855], [1.590921, 1.471756, 1.572610], [2.739556, 2.294592, 1.772953], [3.432834, 2.288042, 2.965901], [2.972170, 1.440441, 4.000440], [1.820207, 0.683229, 3.878391], [1.141353, 0.654296, 2.655759], [-0.484400, -0.178075, 2.320523], [-0.717717, -1.594322, 3.515157], [0.213866, -2.698337, 3.024041], [-2.164842, -1.989673, 3.652263], [-1.789922, 0.998217, 2.899322], [-1.824584, 2.272579, 2.004095], [-1.627304, 1.389079, 4.376863], [4.603406, -0.124765, -2.087790], [3.584358, 1.365701, -1.721954], [3.361609, 0.464231, -3.163951], [2.650761, -1.601978, -1.902177], [3.528171, -0.104653, 0.579984], [3.915655, -1.750232, 0.058049], [2.328275, -1.336069, 0.758205], [0.216924, -2.009878, -3.061521], [-0.927098, 0.647185, -3.892531], [-1.743360, -0.727296, -3.017324], [-1.333419, -0.839579, -4.711716], [0.884053, -1.568940, -5.446222], [2.341256, -1.655535, -4.404007], [1.795826, -0.026146, -4.992678], [0.826092, 1.893582, -4.031440], [0.984315, 4.324086, -3.901779], [1.181060, 5.457349, -1.695457], [1.179201, 4.163873, 0.365845], [2.895165, 2.957436, 1.020913], [4.272137, 2.982941, 3.140094], [3.384777, 1.448966, 4.987133], [1.404293, 0.092956, 4.721634], [-0.249385, -1.210477, 4.473180], [-0.136490, -3.221397, 2.157624], [0.296149, -3.514160, 3.781437], [1.237645, -2.185047, 2.907617], [-2.605228, -2.334721, 2.769978], [-2.899777, -1.242109, 4.060351], [-2.304455, -2.855328, 4.349130], [-2.722886, 0.409670, 2.695781], [-0.864105, 2.771220, 2.134492], [-2.712152, 2.858032, 2.210723], [-1.914307, 2.006903, 0.969454], [-0.671735, 1.886201, 4.571688], [-1.766227, 0.551850, 5.051095], [-2.383971, 2.167023, 4.638159], [-1.326173, -2.958610, -0.211620], [-2.659993, -2.822259, -1.249240], [-3.139234, -3.919553, -1.959867], [-4.224477, -3.844707, -2.884805], [-4.816227, -2.619152, -3.156175], [-4.310792, -1.456994, -2.461481], [-3.371776, -1.571756, -1.442613], [-2.832978, -0.099498, -0.547536], [-2.606780, -4.892145, -1.745428], [-4.502756, -4.749443, -3.397074], [-5.690371, -2.525721, -3.757451], [-4.800219, -0.506572, -2.652145]], "forces_ev_per_angstrom": [[-0.4, -0.2, -0.4], [-0.2, 0.0, 0.1], [0.6, 1.1, 1.9], [-1.4, 0.7, -0.7], [1.7, -0.8, -0.1], [-0.6, 0.2, 0.2], [-0.7, -0.6, -1.1], [1.4, -0.3, -0.3], [-0.5, 1.9, -1.0], [0.6, -0.6, -0.4], [-0.6, 0.1, 0.3], [0.4, 0.2, -0.4], [-0.3, -1.0, 1.7], [-0.3, -0.9, 2.1], [0.4, 0.1, -0.1], [-0.4, 0.1, 0.0], [-1.1, -1.8, 2.0], [-0.5, -0.3, 0.4], [-0.1, 0.3, 0.4], [-0.5, -0.5, -0.6], [-0.7, 0.0, -0.3], [0.3, 0.7, 1.2], [1.2, 1.0, 0.3], [1.4, 0.1, 1.5], [-1.1, -0.2, 2.6], [-0.5, 0.4, -0.6], [0.3, -1.1, 0.6], [-0.7, 0.8, -0.2], [-0.2, 0.3, 0.2], [0.1, -1.0, 0.2], [-0.2, -0.2, -0.3], [0.1, -1.2, -0.9], [0.1, 0.1, -0.3], [0.0, 0.0, -0.2], [0.2, 0.0, -0.6], [0.4, 0.0, -0.1], [-0.2, 0.2, 0.2], [0.7, 0.5, -0.3], [0.5, 0.1, 0.5], [0.4, 0.7, 0.7], [-1.3, 0.9, 0.0], [-0.9, -1.2, 0.6], [-0.1, 0.0, 0.0], [0.1, 0.2, -0.6], [0.0, 0.6, -0.4], [0.0, -0.4, -1.0], [1.1, 1.8, -2.0], [-0.5, -0.5, -0.1], [0.7, 0.2, 0.3], [0.6, 0.5, -0.5], [-0.9, -0.4, -0.7], [0.0, 0.2, -0.8], [0.1, 0.7, -0.2], [-1.3, -1.3, -0.2], [-0.4, -0.4, -1.9], [1.1, -0.3, -0.3], [0.5, 0.5, -0.4], [0.6, 0.6, 0.4], [-0.3, 0.5, 0.0], [0.1, 0.4, 0.5], [0.2, -0.2, -0.6], [0.1, -0.3, -0.1], [0.1, -0.1, 0.2], [0.3, -0.6, -0.2], [1.3, 0.2, 0.6], [-2.8, 0.9, -1.4], [0.3, -0.9, 0.0], [1.0, 0.6, 0.6], [1.5, 0.5, 1.7], [-1.0, -1.3, 0.2], [0.9, -0.4, -0.5], [0.3, -0.6, -0.4], [-0.8, 1.0, -0.5], [-0.3, -0.1, 0.0], [-0.3, 0.1, -0.6], [0.2, 0.0, 0.1]], "multiplicity": 5, "lumo_energy_ev": [0.604, -2.289], "homo_energy_ev": [-6.50, -6.55], "s_squared": 6.023}